The following is a quantum chemistry calculation of a structure of composition C39H48P2PdSi in a non-equilibrium geometry, from the Open Molecules 2025 dataset.

Orbital gap (alpha / beta), eV: 5.001 / 5.506
LUMO level (alpha / beta), eV: 0.67 / -2.38
Multiplicity: 3
⟨S²⟩: 2.02
E_tot, eV: -71151.984
Net charge: 0

```
91
Properties=species:S:1:pos:R:3:forces:R:3:lowdin_charge:R:1
Pd 0.1747 -0.1175 1.6118 0.54 0.28 2.03 0.488
C -1.4730 0.6309 -3.9894 -0.38 -0.32 0.04 -0.097
C -1.6042 -0.6953 -3.8566 -0.40 0.64 -0.26 -0.145
C -0.8751 -1.7213 -4.6775 -0.15 -0.20 -0.33 -0.191
C 0.5509 -1.3694 -5.1734 -0.10 -0.57 -0.34 -0.185
C 1.4699 -0.5333 -4.3332 0.38 0.68 -0.25 -0.116
C 1.5182 0.8056 -4.3403 0.63 -0.58 -0.54 -0.118
C 0.6114 1.7147 -5.0991 -0.33 0.25 -0.19 -0.188
C -0.8583 1.2625 -5.2029 0.27 0.29 -0.39 -0.196
C 1.7194 0.1225 3.0332 0.65 -0.21 -0.09 -0.196
H -1.8954 1.3327 -3.2619 -0.20 -0.45 -0.17 0.101
H -2.3434 -1.1198 -3.1736 0.44 0.33 0.32 0.089
H -1.4486 -1.9705 -5.5898 0.01 -0.02 0.34 0.117
H -0.8328 -2.6589 -4.0979 0.00 0.30 -0.11 0.099
H 1.0597 -2.3444 -5.2940 -0.20 0.44 -0.26 0.113
H 0.4645 -0.9118 -6.1728 0.15 -0.22 0.32 0.106
H 2.2533 -1.1155 -3.8480 -0.10 0.38 0.09 0.095
H 2.3639 1.3521 -3.9167 -0.26 -0.52 0.05 0.076
H 0.9798 1.8378 -6.1366 0.04 0.05 0.38 0.121
H 0.6630 2.7101 -4.6351 -0.06 -0.18 -0.10 0.106
H -1.4378 2.1733 -5.4457 0.06 -0.51 -0.05 0.115
H -0.9447 0.5673 -6.0543 -0.15 0.37 0.30 0.102
H 1.4773 1.0724 3.5252 0.11 -0.19 -0.20 -0.021
H 2.7562 0.0835 2.6656 -0.36 0.11 0.63 -0.013
H 1.4973 -0.7399 3.6773 0.14 0.22 -0.23 0.019
P -1.3410 -0.9083 0.1193 1.79 0.03 -1.26 0.909
P 1.9698 -0.1112 0.2599 -1.26 -1.06 -1.65 0.905
C -0.1583 -1.2293 -1.1980 -3.07 -1.00 0.40 -0.375
C 1.1513 -0.8481 -1.1494 2.86 1.03 0.47 -0.386
C -2.2589 -2.4488 0.3627 -0.42 -0.34 0.07 -0.343
C -2.5771 -3.2792 -0.7310 -0.19 0.14 0.43 -0.081
C -3.3328 -4.4347 -0.5269 0.20 0.18 0.03 -0.081
C -3.7172 -4.8051 0.7665 -0.02 0.22 -0.06 -0.090
C -3.3549 -4.0149 1.8575 0.09 0.02 0.00 -0.082
C -2.6234 -2.8425 1.6649 -0.07 0.01 -0.60 -0.087
C -2.5025 0.4606 -0.2096 -0.79 -0.06 0.08 -0.347
C -1.9980 1.7749 -0.2705 -0.39 -0.23 0.15 -0.112
C -2.8847 2.8493 -0.3467 0.22 -0.14 -0.17 -0.092
C -4.2593 2.6243 -0.4277 -0.17 -0.31 0.02 -0.093
C -4.7618 1.3198 -0.3863 0.15 0.07 -0.02 -0.087
C -3.8920 0.2370 -0.2587 0.55 0.29 -0.05 -0.085
C 3.4208 -1.1713 0.5461 0.52 0.13 0.01 -0.346
C 3.1887 -2.4677 1.0378 0.40 0.15 0.14 -0.089
C 4.2718 -3.2930 1.3553 -0.23 0.21 -0.13 -0.082
C 5.5784 -2.8460 1.1438 0.07 0.28 -0.16 -0.090
C 5.8100 -1.5805 0.5914 -0.20 -0.13 -0.02 -0.085
C 4.7353 -0.7421 0.2810 -0.39 -0.30 0.35 -0.074
C 2.5345 1.5748 -0.1039 0.35 0.39 0.12 -0.343
C 2.6499 2.5190 0.9276 0.10 0.01 -0.36 -0.087
C 3.0675 3.8177 0.6329 -0.01 -0.10 -0.10 -0.078
C 3.3387 4.1841 -0.6892 0.01 -0.24 -0.13 -0.083
C 3.2012 3.2509 -1.7265 -0.06 -0.22 0.45 -0.071
C 2.8107 1.9412 -1.4271 0.13 0.27 0.44 -0.088
H -0.5574 -1.8098 -2.0434 0.57 0.41 0.46 0.020
H 1.8423 -1.0560 -1.9672 -0.38 -0.16 0.27 0.029
H -2.2231 -3.0119 -1.7303 -0.27 -0.11 0.32 0.087
H -3.6226 -5.0370 -1.3886 0.11 0.06 0.28 0.104
H -4.3114 -5.7042 0.9178 0.14 0.16 -0.02 0.101
H -3.6437 -4.2968 2.8726 0.08 0.00 -0.34 0.105
H -2.3235 -2.2225 2.5078 -0.24 -0.27 -0.24 0.058
H -0.9190 1.9443 -0.2143 -0.29 -0.05 0.00 0.093
H -2.4955 3.8695 -0.3441 -0.12 -0.29 -0.07 0.105
H -4.9481 3.4620 -0.5228 0.16 -0.15 0.07 0.100
H -5.8329 1.1330 -0.4417 0.19 0.14 0.01 0.101
H -4.2664 -0.7867 -0.1874 0.01 0.33 -0.04 0.101
H 2.1625 -2.8123 1.1875 0.28 0.13 0.00 0.108
H 4.0905 -4.2833 1.7775 0.07 0.28 -0.16 0.104
H 6.4255 -3.4869 1.3956 -0.27 0.18 -0.05 0.102
H 6.8268 -1.2325 0.4059 -0.24 -0.17 0.05 0.103
H 4.8988 0.2462 -0.1518 0.03 -0.23 0.20 0.102
H 2.4154 2.2192 1.9488 0.10 0.23 -0.30 0.071
H 3.1855 4.5408 1.4410 -0.06 -0.15 -0.26 0.105
H 3.6774 5.1950 -0.9177 -0.15 -0.23 0.08 0.102
H 3.4059 3.5302 -2.7589 -0.02 0.00 0.22 0.103
H 2.7059 1.1854 -2.1980 0.02 0.21 0.25 0.064
C 0.0544 0.7108 6.0452 0.18 -0.15 -0.12 -0.192
Si -1.1982 1.0729 4.6793 0.06 0.22 0.21 0.423
C -2.8477 1.0249 5.6126 -0.15 -0.07 -0.31 -0.192
C -0.8883 2.7978 4.0214 -0.13 0.20 -0.01 -0.188
C -1.2177 -0.1569 3.2453 -1.02 -0.55 0.29 -0.302
H 0.0723 1.5411 6.7721 -0.08 -0.26 -0.26 0.038
H 1.0715 0.5896 5.6492 -0.21 -0.03 0.24 0.007
H -0.2320 -0.2058 6.5862 0.18 0.25 -0.14 0.034
H -2.8413 1.7678 6.4210 0.08 -0.08 -0.15 0.030
H -3.7014 1.2505 4.9585 0.14 -0.10 0.16 0.028
H -3.0109 0.0419 6.0765 0.01 0.19 -0.16 0.029
H 0.1711 2.9068 3.7480 -0.28 0.08 -0.04 0.015
H -1.5109 2.9738 3.1288 0.26 0.05 0.23 0.029
H -1.1309 3.5591 4.7821 0.10 -0.21 -0.29 0.035
H -0.9744 -1.1813 3.5987 -0.12 0.39 -0.19 0.011
H -2.2214 -0.1768 2.7770 0.36 0.07 0.42 -0.009
```
Positions in Å, forces in eV/Å.